15
Properties=species:S:1:pos:R:3:lowdin_charge:R:1 method="wB97M-V/def2-TZVPD" gap_ev="6.66 / 5.10" total_charge=+4 fmax_ev_per_a=7.03 lumo_ev="-19.7 / -20.6"
O -1.085 -0.609 0.465 0.084
C -0.005 -0.688 0.009 0.006
O -4.361 -0.574 3.058 0.078
C -5.428 -0.505 3.535 -0.211
O -6.458 -0.451 4.024 0.480
Sc -2.567 -0.662 2.005 2.071
C 1.150 -0.798 -0.582 0.116
C 2.183 0.286 -0.628 -0.096
H 1.331 -1.766 -1.061 0.210
H 3.203 -0.140 -0.744 0.176
H 2.286 0.879 0.295 0.168
C 1.976 1.315 -1.711 0.064
C 2.673 1.056 -2.722 0.330
H 1.363 1.529 -2.981 0.331
H 3.738 1.126 -2.961 0.192

---

119
Properties=species:S:1:pos:R:3:lowdin_charge:R:1 method="wB97M-V/def2-TZVPD" gap_ev=3.56 total_charge=-2 fmax_ev_per_a=3.45 lumo_ev=2.9 de_lowest_ev=4.267
Ba 0.888 1.020 1.005 1.871
C -0.468 7.043 6.224 -0.077
C -0.798 6.168 5.021 -0.295
C -2.081 6.114 4.503 -0.054
C -2.336 5.328 3.376 -0.062
C -1.302 4.537 2.847 -0.229
C -0.002 4.602 3.370 -0.043
C 0.235 5.361 4.525 -0.040
S -1.713 3.455 1.410 0.659
O -0.469 3.310 0.613 -0.527
O -2.924 4.094 0.826 -0.346
N -1.854 1.889 1.829 -0.187
C -2.972 1.253 2.190 -0.276
C -4.119 1.909 2.732 -0.053
C -5.301 1.180 2.696 -0.132
C -5.334 -0.122 2.223 -0.112
C -4.157 -0.899 2.177 -0.169
C -4.045 -2.319 2.155 -0.027
C -2.801 -2.944 2.039 -0.091
C -1.681 -2.158 1.825 -0.118
N -1.735 -0.800 2.023 0.106
C -2.890 -0.206 2.186 -0.197
H -0.923 8.061 6.220 0.077
H 0.643 7.081 6.324 0.070
H -0.752 6.573 7.209 0.082
H -2.895 6.760 4.844 0.110
H -3.289 5.183 2.896 0.090
H 0.798 4.034 2.890 0.103
H 1.189 5.279 5.082 0.120
H -4.105 2.985 3.011 0.096
H -6.260 1.704 3.036 0.116
H -6.325 -0.552 1.907 0.103
H -4.965 -2.823 2.233 0.083
H -2.759 -4.048 2.104 0.093
H -0.700 -2.574 1.520 0.106
O 3.087 2.926 1.648 -0.101
C 4.239 3.008 1.188 -0.225
C 4.886 2.431 0.040 -0.092
C 6.178 2.830 -0.237 -0.009
C 6.879 2.281 -1.264 -0.185
C 6.391 1.201 -1.978 -0.036
C 5.083 0.807 -1.814 -0.014
C 4.205 1.385 -0.866 -0.328
O 2.965 1.134 -0.788 -0.166
N 8.090 3.032 -1.776 -0.325
O 8.615 2.721 -2.866 -0.001
O 8.526 3.966 -1.057 -0.018
H 4.952 3.609 1.801 0.114
H 6.675 3.594 0.382 0.125
H 6.983 0.719 -2.761 0.113
H 4.744 -0.052 -2.402 0.113
O 1.887 -1.326 1.493 -0.347
C 2.857 -1.724 2.282 -0.347
C 4.015 -2.364 1.661 -0.033
C 4.866 -3.122 2.367 -0.130
C 4.482 -3.446 3.675 -0.137
C 3.571 -2.631 4.370 -0.065
C 2.769 -1.681 3.713 -0.121
C 1.993 -0.742 4.446 -0.261
N 1.444 0.425 3.994 0.049
C 0.974 1.087 5.071 -0.181
C 1.172 0.369 6.224 -0.118
N 1.907 -0.719 5.809 0.065
H 3.891 -2.298 0.576 0.104
H 5.802 -3.442 1.966 0.088
H 4.981 -4.212 4.237 0.068
H 3.691 -2.650 5.462 0.092
H 0.329 1.959 5.014 0.093
H 0.836 0.442 7.287 0.106
H 2.465 -1.359 6.369 0.133
O 1.209 3.369 -2.122 -0.245
O 0.547 2.176 -1.904 -0.375
F -1.613 5.392 -6.257 -0.028
C -0.775 5.078 -5.207 -0.257
C 0.215 4.089 -5.519 -0.047
C 0.856 3.496 -4.474 -0.034
C 0.670 4.002 -3.182 -0.288
C -0.054 5.235 -2.920 0.007
C -0.909 5.663 -3.913 -0.046
H 0.351 3.796 -6.541 0.091
H 1.611 2.738 -4.658 0.121
H 0.064 5.755 -1.962 0.117
H -1.709 6.322 -3.652 0.091
Cl -1.108 -8.793 0.177 0.678
C -1.037 -7.430 -0.858 -0.672
C -1.357 -6.172 -0.368 -0.066
C -1.633 -5.210 -1.352 0.006
C -1.334 -5.415 -2.676 -0.200
C -1.768 -4.374 -3.709 -0.276
C -0.818 -3.234 -4.053 -0.021
N -0.110 -2.569 -2.893 -0.053
C 1.004 -3.068 -2.284 -0.109
C 1.352 -2.221 -1.287 -0.150
N 0.389 -1.282 -1.103 0.061
C -0.419 -1.482 -2.126 -0.146
O -3.044 -3.763 -3.343 -0.118
C -4.132 -4.396 -3.878 -0.219
C -4.718 -3.597 -5.061 -0.291
C -5.124 -2.282 -4.832 -0.981
Cl -5.210 -1.419 -3.391 0.718
S -5.509 -1.483 -6.352 0.962
C -4.948 -2.835 -7.267 -0.445
C -4.606 -3.911 -6.460 -0.159
C -0.832 -6.639 -3.112 -0.607
Cl -0.586 -6.825 -4.793 0.751
C -0.662 -7.695 -2.215 -0.099
H -1.463 -6.009 0.687 0.101
H -2.018 -4.249 -0.997 0.135
H -1.928 -4.926 -4.639 0.077
H -1.374 -2.455 -4.574 0.138
H 0.007 -3.575 -4.674 0.124
H 1.413 -4.056 -2.535 0.120
H 2.167 -2.354 -0.647 0.059
H -1.298 -0.843 -2.368 0.150
H -4.904 -4.580 -3.118 0.130
H -3.900 -5.408 -4.252 0.126
H -4.834 -2.695 -8.393 0.084
H -4.125 -4.892 -6.803 0.129
H -0.220 -8.610 -2.477 0.083

---

19
Properties=species:S:1:pos:R:3:nbo_charge:R:1 method="wB97M-V/def2-TZVPD" gap_ev=7.25 total_charge=-1 fmax_ev_per_a=5.30 lumo_ev=4.2 de_lowest_ev=2.003
C 0.180 -1.108 -1.063 0.032
O -0.924 -0.734 -0.523 -0.922
C 1.595 -0.592 -0.264 -0.458
C 1.729 1.040 -0.309 -0.415
C 0.901 1.667 0.696 -0.232
N -0.574 1.658 0.428 -0.868
H 0.333 -2.241 -1.116 0.076
H 0.366 -0.545 -1.988 0.079
H 1.625 -0.957 0.730 0.170
H 2.427 -1.024 -0.910 0.158
H 2.867 1.277 -0.396 0.185
H 1.420 1.384 -1.310 0.185
H 1.255 2.669 0.626 0.159
H 1.056 1.164 1.706 0.170
H -1.072 1.177 1.185 0.370
H -0.817 1.258 -0.438 0.390
H -1.545 -1.730 0.533 0.508
H -2.986 -1.111 0.258 0.461
O -2.495 -1.637 0.994 -1.047

---

23
Properties=species:S:1:pos:R:3:nbo_charge:R:1 method="wB97M-V/def2-TZVPD" gap_ev=11.91 total_charge=+1 fmax_ev_per_a=1.42 lumo_ev=-2.9 de_lowest_ev=0.973
C 1.294 -2.172 0.237 -0.424
N 0.608 -1.000 0.812 -0.742
H 0.640 -3.043 0.153 0.235
H 1.695 -1.913 -0.734 0.222
H 2.013 -2.559 0.958 0.228
H -0.346 -0.880 0.415 0.487
H 0.904 -0.012 0.615 0.484
H 0.642 -1.047 1.825 0.426
H 0.879 1.942 -0.520 0.514
H 2.376 1.696 -0.251 0.488
O 1.505 1.542 0.127 -0.981
H -3.026 -0.631 0.016 0.486
H -2.356 -0.449 1.399 0.488
O -2.327 -0.961 0.583 -0.954
H -0.263 -1.409 -2.378 0.485
H -1.524 -0.681 -2.012 0.487
O -0.675 -0.939 -1.641 -0.962
H -0.063 1.487 -2.288 0.489
H -0.654 2.923 -2.361 0.503
O -0.282 2.265 -1.765 -0.965
H -1.029 2.227 2.120 0.479
H 0.357 2.092 2.494 0.485
O -0.367 1.523 2.196 -0.961

---

84
Properties=species:S:1:pos:R:3:mulliken_spin:R:1 method="wB97M-V/def2-TZVPD" gap_ev="4.29 / 6.84" spin_multiplicity=3 total_charge=-1 fmax_ev_per_a=2.79 s_squared=2.014 lumo_ev="2.7 / 2.6"
Au 0.594 1.090 1.647 0.150
P 0.648 0.947 -0.747 -0.046
Cl 2.184 2.868 1.468 0.048
C -1.421 0.165 1.113 1.256
H -1.211 -0.782 0.613 -0.062
H -1.999 0.024 2.027 -0.013
C 2.417 1.124 -1.279 -0.034
C -0.464 2.440 -0.865 -0.095
C 2.729 1.120 -2.771 0.011
H 2.676 2.109 -0.859 0.012
C 4.219 1.455 -2.960 0.002
H 2.522 0.128 -3.201 0.000
H 2.104 1.847 -3.311 -0.001
C 5.143 0.504 -2.184 0.001
H 4.468 1.426 -4.027 -0.001
H 4.391 2.481 -2.607 0.000
C 4.746 0.345 -0.709 0.011
H 5.124 -0.483 -2.666 0.001
H 6.179 0.861 -2.246 -0.001
C 3.249 0.057 -0.544 0.045
H 5.323 -0.470 -0.252 0.000
H 4.986 1.265 -0.156 0.001
H 3.018 -0.936 -0.957 0.004
H 2.992 0.037 0.524 0.002
C -0.168 -0.343 -1.830 -0.098
C -1.883 1.942 -0.625 0.559
H -0.131 3.035 0.007 -0.005
C -2.784 3.139 -0.391 -0.014
H -2.239 1.338 -1.473 -0.021
H -1.895 1.025 0.383 -0.164
C -2.708 4.144 -1.552 0.065
H -3.820 2.806 -0.251 -0.003
H -2.487 3.648 0.538 -0.006
C -1.276 4.533 -1.963 -0.022
H -3.225 3.712 -2.416 0.001
H -3.258 5.053 -1.283 -0.007
C -0.306 3.343 -2.082 0.039
H -1.296 5.075 -2.916 0.002
H -0.873 5.225 -1.210 -0.003
H -0.503 2.789 -3.007 0.010
H 0.730 3.707 -2.141 -0.002
C 0.623 -1.657 -1.887 0.055
H -1.109 -0.553 -1.306 0.056
C -0.182 -2.743 -2.613 0.006
H 1.575 -1.492 -2.416 0.007
H 0.878 -2.002 -0.872 0.011
C -0.655 -2.300 -4.003 -0.001
H 0.433 -3.645 -2.704 0.001
H -1.057 -3.010 -2.003 0.001
C -1.357 -0.939 -3.968 0.007
H 0.206 -2.249 -4.683 0.000
H -1.335 -3.054 -4.419 0.000
C -0.540 0.138 -3.241 0.006
H -1.575 -0.602 -4.989 0.000
H -2.325 -1.055 -3.457 0.000
H 0.373 0.376 -3.810 0.000
H -1.135 1.058 -3.205 0.010
C -1.424 -3.140 1.067 0.021
C -2.717 -2.671 1.180 0.017
H -0.959 -3.337 0.094 -0.004
C -3.475 -2.777 2.465 0.016
H -3.294 -2.355 0.308 -0.022
C -2.572 -2.735 3.713 0.004
H -4.245 -1.998 2.519 -0.005
H -4.021 -3.739 2.511 0.000
C -1.313 -3.583 3.559 -0.001
H -2.293 -1.696 3.935 -0.001
H -3.135 -3.103 4.579 0.000
C -0.543 -3.253 2.269 -0.014
H -0.652 -3.435 4.423 -0.002
H -1.592 -4.644 3.551 0.000
H -0.037 -2.280 2.426 0.022
H 0.250 -3.995 2.100 0.001
C 0.109 -0.577 6.170 -0.007
C 1.346 -0.673 5.521 0.007
C 1.504 -0.149 4.225 -0.013
C 0.415 0.454 3.608 0.166
C -0.798 0.617 4.254 0.026
C -0.956 0.076 5.544 0.005
H -0.020 -1.005 7.169 -0.001
H 2.188 -1.160 6.019 0.001
H 2.458 -0.216 3.706 0.004
H -1.625 1.131 3.765 0.000
H -1.915 0.176 6.054 0.001

---

53
Properties=species:S:1:pos:R:3:nbo_charge:R:1 method="wB97M-V/def2-TZVPD" gap_ev="8.46 / 6.12" spin_multiplicity=5 total_charge=+2 fmax_ev_per_a=2.76 s_squared=6.017 lumo_ev="-5.3 / -8.0"
Ir -1.452 0.178 -1.377 1.282
N -1.731 -1.953 -1.620 -0.816
C -2.539 -2.492 -0.507 -0.329
C -3.572 -1.448 -0.059 0.635
O -4.578 -1.769 0.439 -0.456
N -3.250 -0.138 -0.468 -0.540
C -4.301 0.791 -0.766 -0.395
C -4.007 1.525 -2.148 0.784
O -4.815 2.250 -2.657 -0.499
O -2.806 1.175 -2.634 -0.788
H -2.290 -2.017 -2.474 0.418
H -0.916 -2.483 -1.769 0.404
H -1.882 -2.676 0.313 0.225
H -3.032 -3.437 -0.833 0.254
H -4.401 1.552 0.021 0.265
H -5.271 0.252 -0.849 0.262
C 3.005 -3.341 0.118 -0.247
C 1.703 -2.700 -0.400 -0.256
N 1.477 -1.388 0.171 -0.421
C 1.564 -1.459 1.638 -0.258
C 2.992 -1.884 2.086 -0.240
N 3.741 -2.271 0.821 -0.330
C 3.880 -1.095 -0.059 -0.256
C 2.476 -0.466 -0.319 -0.244
H 3.620 -3.678 -0.646 0.235
H 2.819 -4.175 0.788 0.241
H 0.844 -3.359 -0.224 0.222
H 1.756 -2.575 -1.472 0.220
H 0.827 -2.189 2.033 0.228
H 1.314 -0.492 2.071 0.241
H 3.026 -2.704 2.768 0.243
H 3.524 -1.047 2.502 0.232
H 4.715 -2.554 1.043 0.461
H 4.254 -1.460 -1.004 0.230
H 4.581 -0.431 0.387 0.242
H 2.370 -0.305 -1.397 0.231
H 2.358 0.474 0.216 0.230
N -0.443 2.771 -3.145 -0.761
C -0.340 2.933 -1.809 0.310
N -0.685 2.037 -0.866 -0.646
C -0.567 2.552 0.435 0.193
C -0.908 1.879 1.600 -0.271
C -0.649 2.565 2.798 -0.183
C -0.074 3.830 2.828 -0.200
C 0.311 4.451 1.648 -0.170
C 0.046 3.804 0.468 -0.246
S 0.340 4.381 -1.166 0.461
H -1.189 2.159 -3.453 0.440
H -0.313 3.566 -3.719 0.422
H -1.435 0.939 1.566 0.223
H -0.918 2.096 3.736 0.234
H 0.065 4.374 3.730 0.243
H 0.757 5.452 1.618 0.245